DFT (the ωB97M-V functional and the def2-TZVPD basis) results for a molecular structure, C36H89CuN5NiO20S2.

Cartesian coordinates (Å):
1 Ni 0.919 -2.825 -2.097
2 Cu -1.387 -0.772 -3.143
3 S -2.011 -3.411 -0.917
4 O -2.580 -3.355 0.436
5 O -2.380 -4.670 -1.573
6 O -2.484 -2.359 -1.853
7 O -0.568 -3.324 -0.974
8 S -0.874 -3.275 -4.797
9 O -0.174 -2.520 -3.770
10 O 0.177 -3.450 -5.800
11 O -1.133 -4.639 -4.306
12 O -2.006 -2.528 -5.309
13 C -5.352 1.385 -2.013
14 C -4.144 1.526 -2.932
15 C -3.117 2.448 -2.164
16 O -3.484 0.371 -3.339
17 H -5.951 0.604 -2.482
18 H -5.917 2.313 -1.927
19 H -5.137 0.984 -1.022
20 H -4.483 1.971 -3.867
21 H -3.379 3.496 -2.017
22 H -2.233 2.638 -2.772
23 H -2.728 2.076 -1.216
24 C 0.653 0.180 0.612
25 C 0.441 0.394 -0.928
26 C 1.172 1.651 -1.408
27 O 0.691 -0.768 -1.631
28 H 1.690 -0.101 0.794
29 H 0.122 -0.623 1.124
30 H 0.521 1.123 1.143
31 H -0.640 0.517 -0.996
32 H 2.231 1.483 -1.607
33 H 1.213 2.465 -0.684
34 H 0.840 2.115 -2.336
35 C 2.450 -4.438 0.217
36 O 2.304 -3.287 -0.527
37 C 3.601 -2.693 -0.686
38 C 3.930 -2.053 -2.084
39 N 3.087 -2.732 -3.043
40 C 3.047 -1.865 -4.291
41 C 4.234 -2.080 -5.180
42 O 4.070 -3.451 -5.688
43 C 5.008 -3.831 -6.672
44 H 1.584 -5.030 0.516
45 H 2.929 -4.274 1.182
46 H 3.090 -5.134 -0.326
47 H 4.363 -3.442 -0.476
48 H 3.586 -1.895 0.056
49 H 4.994 -2.054 -2.324
50 H 3.801 -0.972 -2.021
51 H 3.598 -3.507 -3.442
52 H 3.055 -0.809 -4.020
53 H 2.207 -2.144 -4.926
54 H 5.224 -2.075 -4.724
55 H 4.288 -1.416 -6.043
56 H 6.025 -3.731 -6.293
57 H 5.065 -3.360 -7.653
58 H 4.871 -4.908 -6.757
59 C -7.501 -1.617 -0.480
60 O -6.428 -2.507 -0.341
61 C -5.897 -2.517 1.021
62 C -5.087 -1.249 1.483
63 N -4.025 -0.963 0.534
64 C -3.132 0.119 0.989
65 C -2.404 -0.029 2.311
66 O -3.252 0.066 3.474
67 C -2.600 -0.456 4.647
68 H -7.846 -1.687 -1.511
69 H -7.183 -0.596 -0.269
70 H -8.396 -1.867 0.091
71 H -5.223 -3.367 1.135
72 H -6.739 -2.632 1.702
73 H -4.644 -1.480 2.452
74 H -5.721 -0.364 1.538
75 H -3.368 -1.730 0.516
76 H -3.654 1.072 0.894
77 H -2.336 0.201 0.249
78 H -1.612 0.703 2.470
79 H -2.117 -1.080 2.270
80 H -3.263 -0.302 5.498
81 H -1.678 0.086 4.857
82 H -2.463 -1.536 4.591
83 C 0.797 3.145 4.528
84 O 0.032 4.313 4.681
85 C 0.413 5.521 3.973
86 C -0.541 5.992 2.843
87 N -0.380 5.303 1.565
88 C -1.114 4.054 1.358
89 C -2.599 4.161 1.347
90 O -3.062 4.935 0.267
91 C -4.445 5.364 0.261
92 H -0.045 2.469 4.678
93 H 1.616 3.124 5.246
94 H 1.201 3.039 3.521
95 H 1.401 5.624 3.524
96 H 0.437 6.385 4.636
97 H -0.329 7.004 2.498
98 H -1.560 6.135 3.201
99 H -0.870 5.947 0.960
100 H -0.749 3.359 2.114
101 H -0.981 3.707 0.333
102 H -2.887 4.723 2.236
103 H -3.103 3.207 1.191
104 H -4.841 5.460 -0.750
105 H -4.621 6.222 0.910
106 H -5.024 4.613 0.798
107 C 6.164 5.117 -1.873
108 O 5.107 4.838 -2.885
109 C 5.526 4.362 -4.166
110 C 4.370 3.705 -5.062
111 N 3.424 4.743 -5.557
112 C 2.416 4.167 -6.453
113 C 1.339 3.409 -5.696
114 O 0.461 2.748 -6.493
115 C -0.506 2.082 -5.691
116 H 7.087 4.593 -2.119
117 H 5.893 4.788 -0.870
118 H 6.435 6.169 -1.786
119 H 6.366 3.668 -4.160
120 H 5.848 5.214 -4.765
121 H 3.845 3.100 -4.323
122 H 4.748 3.016 -5.817
123 H 2.968 5.190 -4.774
124 H 2.649 3.551 -7.321
125 H 1.957 5.037 -6.922
126 H 0.818 3.962 -4.914
127 H 1.814 2.647 -5.078
128 H -1.219 2.862 -5.422
129 H 0.018 1.639 -4.845
130 H -1.082 1.435 -6.353
131 C -0.245 -3.708 2.586
132 O 0.358 -4.039 3.880
133 C -0.049 -3.250 4.968
134 C 0.693 -3.663 6.274
135 N 0.603 -5.124 6.472
136 C 1.178 -5.829 7.659
137 C 0.975 -5.151 8.958
138 O 1.568 -3.898 9.013
139 C 2.840 -3.826 9.583
140 H 0.054 -4.474 1.871
141 H 0.174 -2.774 2.211
142 H -1.332 -3.622 2.600
143 H -1.119 -3.385 5.126
144 H 0.229 -2.198 4.910
145 H 0.302 -3.383 7.252
146 H 1.732 -3.333 6.317
147 H 0.724 -5.643 5.614
148 H 2.250 -5.893 7.472
149 H 0.988 -6.899 7.580
150 H 1.150 -5.689 9.890
151 H -0.080 -4.896 9.060
152 H 3.079 -4.522 10.387
153 H 2.913 -2.778 9.871
154 H 3.470 -4.072 8.728

Force components x, y, z for each atom (eV/Å):
Ni -1.893 1.308 -0.536
Cu -1.386 -0.467 0.297
S -4.537 -1.675 -5.730
O 0.774 0.722 1.453
O -0.041 -0.756 1.512
O -0.046 1.241 1.625
O 5.042 -0.061 2.130
S -0.442 -5.071 -3.078
O 2.007 3.702 4.680
O 1.479 0.554 -2.332
O -0.864 0.668 0.398
O -0.444 0.527 0.350
C -0.398 -1.206 -0.340
C 2.999 -0.829 0.707
C 0.337 0.904 -1.187
O -0.129 0.414 0.771
H -0.492 0.039 -0.015
H -0.129 0.244 -0.040
H 0.421 0.072 0.099
H -0.364 1.144 -0.245
H -0.934 0.331 0.432
H 0.331 -0.671 -0.404
H -0.391 -0.494 0.062
C 1.098 0.372 -0.261
C -0.782 -1.800 1.062
C 0.743 0.416 -0.139
O 1.281 0.028 -0.989
H 0.581 0.045 -0.167
H -0.651 0.064 -0.620
H -0.293 0.176 0.250
H -0.410 0.844 -0.169
H 0.325 -0.643 0.077
H -0.449 0.065 0.385
H -0.627 -0.359 -0.127
C 0.468 -2.089 1.057
O 0.215 0.652 -0.877
C 0.495 1.101 -0.026
C -0.608 -0.355 1.676
N -0.124 2.086 -2.176
C -0.018 0.118 -0.107
C 0.415 -2.096 -1.016
O 0.409 1.147 -0.599
C 0.473 -0.950 1.258
H -0.743 0.828 -0.859
H 0.306 0.531 0.153
H 0.194 -0.268 -0.127
H -0.026 -0.035 0.227
H 0.583 -0.008 0.178
H 0.418 -0.885 0.182
H -1.163 -0.084 -0.212
H -0.252 -0.933 0.511
H -0.630 -0.060 0.221
H -0.649 0.108 0.359
H 0.232 0.287 0.498
H -0.378 0.337 0.032
H 0.456 0.199 0.357
H -0.970 0.419 -0.068
H -0.145 0.028 -0.493
C 0.426 -0.019 -0.685
O 0.280 -0.155 1.616
C 0.259 1.010 -0.568
C 0.010 -1.007 -1.362
N 0.764 1.419 1.007
C -0.718 0.657 -0.681
C -1.120 -0.887 0.457
O 0.152 -0.021 1.132
C -1.142 0.588 -0.800
H 0.315 0.183 -0.204
H -0.159 0.209 -0.019
H -0.079 -0.214 0.768
H -0.086 -0.065 -0.500
H -0.282 -0.133 0.282
H -0.574 -0.106 0.516
H -0.188 0.114 0.312
H -0.325 -1.137 -0.686
H -0.243 0.303 0.322
H 0.090 -0.197 -0.213
H 0.467 -0.195 -0.383
H 1.058 -0.084 0.122
H -0.195 0.231 -0.036
H 0.380 -0.159 -0.097
H 0.407 -0.073 -0.308
C -0.815 0.297 -0.482
O 0.269 2.929 -0.932
C -0.717 1.013 -0.507
C 0.275 -0.408 0.015
N -0.916 0.192 -0.284
C 0.201 -0.281 -0.581
C -1.797 0.676 0.800
O -0.150 1.848 -1.689
C 0.941 -1.541 1.413
H 0.985 -1.177 0.201
H -0.065 -0.384 0.212
H -0.023 -0.097 -0.118
H 0.423 -1.290 0.026
H -0.319 -0.237 0.861
H 0.782 0.408 0.869
H -0.425 -0.702 0.291
H 0.329 0.090 -0.832
H -0.302 -0.442 -0.313
H 1.167 -0.314 0.033
H -0.564 -0.542 0.688
H 0.225 -0.420 0.894
H 0.434 0.120 0.086
H 0.364 0.725 -0.338
H -0.277 -0.515 -0.348
C -0.437 -0.602 -1.405
O 0.867 -0.232 1.251
C -0.362 0.284 -1.763
C -0.330 1.356 3.106
N 1.795 -1.527 -1.283
C -2.023 1.291 0.344
C 1.023 -0.593 1.300
O -0.367 -0.168 -1.779
C -0.595 0.766 -0.877
H -0.002 -0.205 -0.245
H -0.642 -0.189 -0.287
H -0.380 0.257 -0.426
H 0.057 -0.251 0.618
H 0.274 0.335 -0.027
H -0.091 -0.589 -0.037
H 0.133 0.569 -0.253
H -0.094 -0.144 0.093
H 1.241 -0.158 0.363
H -0.323 0.133 -0.149
H -0.196 1.013 -0.078
H 0.687 -0.312 0.266
H -0.134 -0.104 0.868
H -0.619 -0.502 0.069
H 0.437 -0.567 0.435
C 0.510 0.212 0.396
O 0.163 0.015 -0.175
C 0.442 -0.306 1.300
C 0.024 -2.275 0.622
N -0.835 -0.965 0.482
C 1.596 0.200 -2.741
C -2.211 0.314 0.669
O -0.359 0.627 0.960
C 0.248 0.309 -1.519
H -0.243 -0.069 0.315
H -0.042 0.198 0.066
H -0.010 -0.167 0.155
H -0.211 0.258 0.012
H -0.361 0.369 -0.749
H -0.640 1.426 -0.692
H 0.388 0.251 -0.528
H 0.186 0.037 0.075
H 0.895 0.330 0.349
H -1.055 0.063 0.428
H 0.618 -0.647 -0.205
H -0.466 -0.240 -0.234
H -0.448 -0.032 0.320
H 0.624 -0.177 0.207
H 1.075 0.271 0.362

Computed properties:
- Maximum force: 0.1458 Eh/bohr
- E_LUMO (spin up / spin down): 0.1574 / 0.1574 Ha
- 2S+1: 3
- Gap between HOMO and LUMO (spin up / spin down): 2.82 / 2.82 eV
- Net charge: -3
- E: -194513.68548 eV
- HOMO (spin up / spin down): 1.463 / 1.464 eV
- Expectation value of S²: 2.003

Mulliken atomic charge list, values in e, 99 entries: number 1, Ni, carries 0.919; number 2, Cu, carries 1.173; number 3, S, carries 0.706; number 4, O, carries -0.598; number 5, O, carries -0.756; number 6, O, carries -0.804; number 7, O, carries -0.789; number 8, S, carries 1.420; number 9, O, carries -0.680; number 10, O, carries -0.831; number 11, O, carries -0.781; number 12, O, carries -0.773; number 13, C, carries -0.984; number 14, C, carries 0.237; number 15, C, carries -0.301; number 16, O, carries -0.875; number 17, H, carries 0.331; number 18, H, carries 0.407; number 19, H, carries -0.051; number 20, H, carries 0.016; number 21, H, carries 0.561; number 22, H, carries -0.025; number 23, H, carries -0.396; number 24, C, carries -0.558; number 25, C, carries 2.122; number 26, C, carries -1.392; number 27, O, carries 0.602; number 28, H, carries 0.310; number 29, H, carries -0.349; number 30, H, carries -0.092; number 31, H, carries -1.328; number 32, H, carries 0.269; number 33, H, carries 0.358; number 34, H, carries 0.077; number 35, C, carries -1.009; number 36, O, carries 0.201; number 37, C, carries -0.784; number 38, C, carries -0.672; number 39, N, carries 0.114; number 40, C, carries -0.169; number 41, C, carries -0.763; number 42, O, carries -0.213; number 43, C, carries -0.913; number 44, H, carries 0.211; number 45, H, carries 0.385; number 46, H, carries 0.395; number 47, H, carries 0.598; number 48, H, carries 0.230; number 49, H, carries 0.453; number 50, H, carries 0.131; number 51, H, carries 0.189; number 52, H, carries 0.219; number 53, H, carries -0.057; number 54, H, carries 0.347; number 55, H, carries 0.498; number 56, H, carries 0.340; number 57, H, carries 0.295; number 58, H, carries 0.251; number 59, C, carries -0.739; number 60, O, carries -0.240; number 61, C, carries -0.890; number 62, C, carries -0.296; number 63, N, carries 0.620; number 64, C, carries -0.183; number 65, C, carries 0.143; number 66, O, carries -0.550; number 67, C, carries -0.622; number 68, H, carries 0.251; number 69, H, carries 0.217; number 70, H, carries 0.311; number 71, H, carries 0.250; number 72, H, carries 0.523; number 73, H, carries 0.035; number 74, H, carries 0.473; number 75, H, carries -0.601; number 76, H, carries 0.483; number 77, H, carries -0.974; number 78, H, carries 0.576; number 79, H, carries -0.049; number 80, H, carries 0.399; number 81, H, carries 0.121; number 82, H, carries 0.199; number 83, C, carries -0.514; number 84, O, carries -0.355; number 85, C, carries -0.765; number 86, C, carries -0.599; number 87, N, carries -0.378; number 88, C, carries 0.120; number 89, C, carries 0.159; number 90, O, carries -0.296; number 91, C, carries -0.980; number 92, H, carries 0.102; number 93, H, carries 0.307; number 94, H, carries 0.291; number 95, H, carries 0.344; number 96, H, carries 0.443; number 97, H, carries 0.440; number 98, H, carries 0.383; number 99, H, carries 0.403